Entry from OMol25: C3H2I4O as an isolated structure at a distorted geometry (wB97M-V/def2-TZVPD).

ORCA input file:
```
! wB97M-V def2-TZVPD RIJCOSX def2/J DEFGRID3
* xyz 0 1
C -0.12 -0.30 0.76
C -1.35 -0.01 -0.08
C 1.30 0.34 -0.11
O 0.02 -0.78 1.80
I -2.38 -1.87 -0.18
I 1.26 2.50 -0.42
I 2.99 -0.27 1.07
I 1.36 -0.54 -2.07
H -2.18 0.55 0.33
H -0.90 0.37 -1.09
*
```

## Properties
* HOMO-LUMO gap: 8.42 eV
* energy relative to the best compared isomer or geometry (same formula, charge and spin): 12.70 kJ/mol
* HOMO energy: -9.40 eV



Entry from OMol25: a 2-piece molecular cluster, C2BrClF2S overall at a distorted geometry (wB97M-V/def2-TZVPD).

ORCA input file:
```
! wB97M-V def2-TZVPD RIJCOSX def2/J DEFGRID3
* xyz 0 1
C 0.17 -0.50 -0.86
C -0.72 0.44 -1.01
F -1.22 0.83 -2.18
F -0.97 1.45 -0.15
S 0.44 -0.62 2.09
Cl 1.31 0.40 3.53
Br 0.99 -2.01 -1.42
*
```

## Properties
* HOMO-LUMO gap (spin up / spin down): 7.81 / 6.82 eV
* energy relative to the best compared isomer or geometry (same formula, charge and spin): 205.10 kJ/mol
* HOMO energy (spin up / spin down): -9.42 / -9.13 eV



Entry from OMol25: C18H14ClF5N9O6PbS as an isolated structure (wB97M-V/def2-TZVPD).

ORCA input file:
```
! wB97M-V def2-TZVPD RIJCOSX def2/J DEFGRID3
* xyz -1 1
Pb -0.56 -1.16 0.49
N 0.05 -0.95 5.07
C -0.77 -1.06 4.02
N -0.06 -1.09 2.93
C 1.24 -0.99 3.36
N 1.34 -0.90 4.67
C 2.38 -1.00 2.45
C 3.68 -0.77 2.88
N 4.71 -0.81 2.05
C 4.44 -1.06 0.77
C 3.14 -1.27 0.32
N 2.12 -1.25 1.17
H -0.17 -0.89 6.05
H -1.85 -1.13 4.08
H 3.89 -0.57 3.93
H 5.28 -1.08 0.10
H 2.92 -1.51 -0.71
N 0.31 2.09 -5.80
C 0.52 2.18 -4.43
C 0.20 3.35 -3.74
C 0.45 3.45 -2.38
C 1.04 2.39 -1.72
C 1.37 1.22 -2.39
C 1.11 1.11 -3.74
S 1.20 2.38 0.05
O 1.10 3.73 0.55
O 2.40 1.66 0.39
N -0.03 1.41 0.50
C -1.31 1.76 0.31
N -2.19 0.75 0.57
C -3.48 1.01 0.56
C -3.98 2.26 0.25
C -3.02 3.20 -0.12
N -1.72 2.98 -0.11
H -0.42 2.68 -6.16
H 0.27 1.15 -6.17
H -0.26 4.17 -4.27
H 0.20 4.34 -1.82
H 1.80 0.40 -1.84
H 1.34 0.19 -4.26
H -4.14 0.17 0.78
H -5.03 2.49 0.26
H -3.31 4.20 -0.46
O 1.80 -2.53 -2.55
Cl 0.52 -3.03 -2.11
O 0.13 -4.13 -2.92
O -0.45 -1.97 -2.21
O 0.62 -3.44 -0.73
F -3.23 -1.95 2.60
C -2.63 -2.49 1.43
F -3.68 -2.50 0.51
C -2.40 -3.94 1.79
F -1.96 -4.64 0.74
F -3.49 -4.60 2.27
F -1.45 -4.02 2.76
*
```

## Properties
* HOMO-LUMO gap: 7.56 eV
* energy relative to the best compared isomer or geometry (same formula, charge and spin): 24.75 kJ/mol
* HOMO energy: -5.28 eV



Entry from OMol25: H10Li2O17S3 as an isolated structure at a distorted geometry (wB97M-V/def2-TZVPD).

ORCA input file:
```
! wB97M-V def2-TZVPD RIJCOSX def2/J DEFGRID3
* xyz -4 1
Li -7.94 -7.90 1.69
Li -4.26 -6.75 3.15
S -5.39 -10.47 5.01
O -4.47 -9.32 4.98
O -6.42 -10.30 4.00
O -4.65 -11.70 4.68
O -6.05 -10.63 6.33
S -8.79 -6.23 4.74
O -9.51 -4.98 4.66
O -7.58 -6.09 3.97
O -8.56 -6.69 6.11
O -9.62 -7.22 4.11
S -4.32 -8.36 -0.91
O -4.25 -9.81 -0.95
O -4.94 -8.03 0.33
O -2.98 -7.74 -1.02
O -5.14 -8.05 -2.08
O -5.13 -6.86 8.21
H -5.54 -6.01 8.02
H -4.96 -7.24 7.35
O -5.66 -3.35 1.30
H -6.06 -3.99 1.90
H -6.14 -3.47 0.48
O -0.64 -8.62 6.33
H -1.48 -8.72 5.88
H -0.02 -9.09 5.78
O -3.51 -3.01 5.45
H -4.35 -3.03 4.98
H -3.75 -2.87 6.37
O -1.48 -5.75 2.03
H -1.45 -6.06 1.13
H -1.25 -4.82 1.97
*
```

## Properties
* HOMO-LUMO gap: 2.78 eV
* HOMO energy: 4.29 eV



Entry from OMol25: C9H24EuIO4P2S as an isolated structure at a distorted geometry (wB97M-V/def2-TZVPD).

ORCA input file:
```
! wB97M-V def2-TZVPD RIJCOSX def2/J DEFGRID3
* xyz 2 7
C 3.56 -1.43 -0.30
I 2.91 0.68 -1.36
H 2.84 -2.32 -0.31
H 3.89 -1.19 0.73
H 4.52 -1.70 -0.81
Eu 0.69 -0.84 -0.08
P 0.69 -0.38 2.98
C 1.38 0.99 3.99
C -0.82 -0.79 3.90
H -0.60 -0.95 4.96
H 1.93 -1.79 4.53
H -1.28 -1.68 3.47
H 1.53 -2.67 3.03
H 0.70 1.86 3.95
H -1.54 0.04 3.78
C 1.86 -1.71 3.44
H 1.51 0.65 5.04
H 2.85 -1.49 3.01
H 2.37 1.28 3.57
P -0.47 0.27 -2.83
C 0.02 1.91 -3.43
C 0.50 -0.75 -4.00
H -2.54 -0.86 -3.24
H -2.15 0.27 -4.57
H -2.79 0.85 -3.00
C -2.14 0.12 -3.49
H 0.29 -1.81 -3.83
H 0.23 -0.48 -5.02
H -0.16 1.95 -4.51
H 1.08 2.10 -3.23
H 1.57 -0.59 -3.84
H -0.57 2.68 -2.93
C -0.02 2.23 -0.08
O -0.14 3.38 -0.05
C -3.69 -0.87 1.60
S -2.50 -0.67 0.26
O -1.69 -1.93 0.11
O -3.29 -0.25 -0.85
O -1.48 0.35 0.80
H -4.66 -1.18 1.14
H -3.77 0.11 2.11
H -3.29 -1.63 2.29
*
```

## Properties
* ⟨S²⟩: 12.402
* HOMO-LUMO gap (spin up / spin down): 5.15 / 7.09 eV
* HOMO energy (spin up / spin down): -15.65 / -15.67 eV



Entry from OMol25: C47H58LaN5O8P2S2Si2 as an isolated structure at a distorted geometry (wB97M-V/def2-TZVPD).

ORCA input file:
```
! wB97M-V def2-TZVPD RIJCOSX def2/J DEFGRID3
* xyz -2 1
La -0.03 -0.42 0.25
C -1.08 5.34 0.59
Si -1.61 3.60 1.19
C -0.57 3.42 2.78
C -3.43 3.69 1.76
N -1.47 2.30 0.11
P -0.90 2.24 -1.38
C -0.53 0.69 -2.08
P -2.02 -0.20 -2.06
N -2.43 -0.87 -0.65
Si -3.64 -2.03 -0.29
C -3.85 -2.11 1.59
C -5.40 -1.68 -0.93
C -3.23 -3.80 -0.86
C -3.48 0.65 -2.75
C -4.33 1.27 -1.83
C -5.41 2.02 -2.28
C -5.63 2.17 -3.64
C -4.78 1.56 -4.55
C -3.70 0.81 -4.11
C -1.77 -1.55 -3.28
C -0.47 -1.94 -3.59
C -0.24 -3.05 -4.39
C -1.31 -3.77 -4.91
C -2.61 -3.38 -4.61
C -2.84 -2.29 -3.79
C -1.83 3.31 -2.57
C -1.50 3.24 -3.92
C -2.12 4.06 -4.84
C -3.10 4.95 -4.43
C -3.46 5.01 -3.10
C -2.83 4.19 -2.17
C 0.70 3.18 -1.41
C 1.50 3.01 -0.28
C 2.73 3.64 -0.16
C 3.18 4.47 -1.17
C 2.39 4.67 -2.29
C 1.16 4.04 -2.41
H -1.42 6.11 1.28
H 0.01 5.39 0.53
H -1.47 5.57 -0.40
H -0.95 4.08 3.57
H -0.56 2.40 3.18
H 0.46 3.69 2.58
H -3.54 4.29 2.66
H -4.09 4.10 0.99
H -3.79 2.68 1.98
H -4.16 -1.15 2.00
H -4.61 -2.86 1.86
H -2.91 -2.39 2.07
H -5.80 -0.75 -0.51
H -5.46 -1.59 -2.01
H -6.07 -2.49 -0.63
H -2.16 -3.90 -1.04
H -3.52 -4.53 -0.09
H -3.75 -4.08 -1.78
H -4.12 1.15 -0.78
H -6.07 2.51 -1.57
H -6.46 2.77 -3.99
H -4.95 1.69 -5.62
H -3.03 0.34 -4.82
H 0.35 -1.36 -3.20
H 0.78 -3.36 -4.61
H -1.13 -4.63 -5.54
H -3.45 -3.93 -5.02
H -3.85 -1.99 -3.53
H -0.75 2.52 -4.23
H -1.85 4.00 -5.89
H -3.59 5.60 -5.16
H -4.24 5.69 -2.77
H -3.11 4.22 -1.13
H 1.15 2.37 0.53
H 3.34 3.46 0.73
H 4.15 4.95 -1.09
H 2.73 5.33 -3.08
H 0.56 4.21 -3.29
O -1.61 0.05 2.53
H -1.76 0.88 2.98
H -1.30 -0.60 3.20
O 3.87 0.86 -1.62
H 3.22 1.56 -1.48
H 3.36 0.03 -1.51
O 3.73 -2.59 -1.96
S 2.34 -2.42 -1.47
N 2.04 -1.08 -0.89
C 7.66 4.30 6.16
C 6.23 4.33 6.62
O 5.48 5.24 6.47
S 5.72 2.77 7.42
C 4.61 2.20 6.13
C 3.48 2.93 5.79
C 2.69 2.50 4.73
C 3.00 1.34 4.02
C 4.13 0.60 4.41
C 4.93 1.04 5.45
C 2.18 0.91 2.94
C 1.45 0.57 2.01
H 7.99 5.30 5.87
H 7.73 3.64 5.30
H 8.30 3.90 6.94
H 3.23 3.84 6.32
H 1.81 3.07 4.45
H 4.38 -0.30 3.87
H 5.80 0.47 5.75
N 4.77 -0.50 1.31
C 4.99 -1.91 1.04
C 3.79 -2.76 1.44
O 3.79 -3.96 1.33
O 2.75 -2.12 1.98
H 5.63 0.02 1.21
H 2.92 -1.16 2.06
H 4.16 -0.11 0.59
H 5.83 -2.26 1.65
H 5.21 -2.15 0.00
O 0.01 -3.26 -0.25
C -0.04 -3.40 0.97
C 0.22 -4.69 1.74
C -0.04 -4.28 3.19
C -0.40 -2.80 3.08
O -0.71 -2.10 4.04
N -0.35 -2.38 1.80
H 1.25 -5.00 1.56
H -0.45 -5.47 1.37
H 0.83 -4.38 3.83
H -0.88 -4.81 3.65
*
```

## Properties
* HOMO-LUMO gap: 5.90 eV
* HOMO energy: -2.60 eV